Record 1
Here is a structure of composition C57H48N4P3S2Se2Ti in a non-equilibrium geometry from the Open Molecules 2025 dataset. Energies are from wB97M-V/def2-TZVPD.

Calculated values
Spin multiplicity = 3
Energy relative to the best compared isomer or geometry (same formula, charge and spin) = 2.777 eV
F_max = 0.0608 hartree/bohr
Total energy = -9892.77041 Eh
Lowest unoccupied orbital energy (spin up / spin down) = 1.943 / 1.876 eV
Orbital gap (spin up / spin down) = 5.5 / 6.1 eV
Net charge = -1

Geometry (Å):
Ti1 -0.41150 -0.11820 0.27480
C1 2.39190 1.47420 0.03620
P1 2.04930 -0.12320 -0.84830
C2 2.90670 0.16920 -2.43810
C3 2.95050 1.44000 -3.00670
C4 3.56490 1.64040 -4.22870
C5 4.13890 0.57750 -4.90190
C6 4.08800 -0.69140 -4.35050
C7 3.47740 -0.89600 -3.13000
C8 3.24990 -1.29170 -0.12030
C9 3.07270 -2.63190 -0.46380
C10 3.96460 -3.59100 -0.02640
C11 5.04550 -3.22670 0.75970
C12 5.21810 -1.89910 1.11200
C13 4.32890 -0.93130 0.67500
C14 1.97720 1.19290 1.44280
C15 2.45650 1.58470 2.67210
C16 1.71950 0.86140 3.63520
C17 0.83710 0.05470 2.94120
C18 -0.09720 -0.98780 3.46860
P2 -1.25900 -1.83400 2.12140
C19 -1.28060 -3.41560 3.07590
C20 -0.91100 -4.60330 2.46540
C21 -0.69590 -5.74240 3.22180
C22 -0.85410 -5.71380 4.59480
C23 -1.26390 -4.54200 5.20930
C24 -1.46870 -3.40310 4.45670
C25 -3.05320 -1.23300 2.66320
C26 -3.67990 -0.05380 2.24900
C27 -5.04900 0.12870 2.37060
C28 -5.85700 -0.87730 2.86600
C29 -5.27480 -2.08690 3.19890
C30 -3.91030 -2.25490 3.08650
N1 0.99250 0.26560 1.60890
H1 1.75680 2.25640 -0.40930
H2 3.43940 1.78310 -0.05250
H3 2.48680 2.27780 -2.50450
H4 3.60330 2.63240 -4.65830
H5 4.60480 0.73450 -5.86380
H6 4.53040 -1.52550 -4.87660
H7 3.43920 -1.89030 -2.70980
H8 2.21050 -2.92290 -1.05110
H9 3.81450 -4.62490 -0.29940
H10 5.74350 -3.97780 1.10750
H11 6.05840 -1.61350 1.72930
H12 4.47780 0.09530 0.97450
H13 3.24330 2.29320 2.86590
H14 1.83750 0.90930 4.70440
H15 -0.66870 -0.60650 4.32530
H16 0.51050 -1.83080 3.82550
H17 -0.74820 -4.61360 1.39720
H18 -0.38150 -6.65550 2.73910
H19 -0.65490 -6.59910 5.18360
H20 -1.41170 -4.50930 6.28070
H21 -1.78880 -2.48790 4.93650
H22 -3.12310 0.74530 1.78060
H23 -5.49810 1.05620 2.03740
H24 -6.92290 -0.73480 2.97210
H25 -5.88470 -2.92040 3.52160
H26 -3.51130 -3.23070 3.31150
S1 0.33740 -2.37450 0.83770
C31 -2.33200 -2.18700 0.55410
C32 -3.18590 -3.20690 0.14570
C33 -3.94760 -3.04390 -0.99760
C34 -3.90690 -1.82440 -1.66280
C35 -3.02130 -0.86250 -1.21370
N2 -2.21520 -1.05250 -0.17060
H27 -3.25390 -4.11450 0.72640
H28 -4.58520 -3.84280 -1.35270
H29 -4.53380 -1.62140 -2.51850
H30 -2.97980 0.11370 -1.69520
Se1 -0.19470 -2.47610 -2.83100
P3 -0.62060 -0.56780 -3.64570
Se2 -0.57140 1.15380 -2.31560
C36 -2.23160 -0.56800 -4.55240
C37 -3.00290 0.58090 -4.64220
C38 -4.15960 0.58720 -5.40000
C39 -4.54710 -0.55550 -6.08160
C40 -3.78530 -1.70850 -5.98290
C41 -2.63020 -1.71680 -5.22300
C42 0.42260 -0.09860 -5.08570
C43 0.38490 1.22260 -5.51010
C44 1.09870 1.61540 -6.62450
C45 1.84590 0.68380 -7.32490
C46 1.87760 -0.63560 -6.90770
C47 1.16890 -1.03180 -5.78540
H31 -2.68970 1.47080 -4.10800
H32 -4.75920 1.48440 -5.46340
H33 -5.44440 -0.54840 -6.68390
H34 -4.09320 -2.60620 -6.50130
H35 -2.03690 -2.61730 -5.14160
H36 -0.18950 1.94720 -4.94820
H37 1.07090 2.64910 -6.94180
H38 2.42210 0.99400 -8.18510
H39 2.46310 -1.35840 -7.45720
H40 1.20470 -2.05620 -5.43860
S2 -1.66210 5.71620 3.19780
C48 -1.22170 4.20460 2.39570
C49 -1.21810 2.99240 3.09070
C50 -1.18980 1.81880 2.38400
N3 -1.08720 1.73880 1.02660
C51 -1.00340 2.93140 0.38930
C52 -1.08480 4.15290 1.00490
C53 -3.43110 5.52390 3.13770
C54 -4.05140 4.28280 3.22040
C55 -5.42710 4.22650 3.10460
N4 -6.19810 5.28520 2.91580
C56 -5.60090 6.46460 2.85730
C57 -4.23430 6.64750 2.96570
H41 -1.27350 2.99270 4.16870
H42 -1.31610 0.88670 2.90940
H43 -0.91440 2.91470 -0.69310
H44 -1.05640 5.06010 0.42110
H45 -3.48460 3.37820 3.36300
H46 -5.93870 3.27610 3.17330
H47 -6.26000 7.30960 2.70730
H48 -3.79240 7.63030 2.90670

=====

Record 2
Here is a structure of composition C57H49ClIN2O2P2RuTe in a non-equilibrium geometry from the Open Molecules 2025 dataset. Energies are from wB97M-V/def2-TZVPD.

Calculated values
Spin multiplicity = 2
F_max = 0.0685 hartree/bohr
Total energy = -4264.43461 Eh
Lowest unoccupied orbital energy (spin up / spin down) = -8.034 / -6.830 eV
Orbital gap (spin up / spin down) = 3.5 / 4.9 eV
Net charge = +2

Geometry (Å):
Ru1 -0.75113 -0.25135 0.08733
Cl1 -6.24562 -0.83675 -4.57857
C1 -5.15892 -1.04089 -3.26850
C2 -5.23385 -2.19261 -2.50275
C3 -4.37861 -2.38185 -1.43276
I1 -4.50630 -4.04133 -0.16213
C4 -3.36704 -1.44973 -1.08485
O1 -2.60366 -1.63112 -0.10153
C5 -3.26937 -0.27110 -1.92257
N1 -2.28825 0.59414 -1.61788
C6 -2.18952 1.72260 -2.28657
C7 -3.05383 2.04665 -3.33401
C8 -4.04355 1.16416 -3.69055
C9 -4.17821 -0.04769 -2.98870
H1 -5.97376 -2.94398 -2.73759
H2 -1.40626 2.40658 -1.98372
H3 -2.92985 2.98349 -3.84956
H4 -4.71528 1.39821 -4.50033
C10 2.48601 -1.75502 1.29815
N2 3.06751 -0.67749 0.54454
C11 2.53810 -0.35818 -0.73751
P1 1.27215 1.05519 -0.47576
C12 2.38756 2.30442 0.25363
C13 3.53367 2.64246 -0.46768
C14 4.38043 3.63006 -0.00901
C15 4.09894 4.28671 1.17972
C16 2.94675 3.97770 1.88370
C17 2.08544 2.99394 1.42185
C18 1.05506 1.82321 -2.11070
C19 0.78614 1.02854 -3.22004
C20 0.56446 1.60494 -4.45656
C21 0.57741 2.98449 -4.58871
C22 0.77529 3.78469 -3.47447
C23 1.00698 3.21281 -2.23687
C24 4.35836 -0.24776 0.90661
C25 5.41764 -0.32154 -0.00159
C26 6.69837 0.01897 0.38739
C27 6.94416 0.47090 1.67456
C28 5.89257 0.58095 2.57146
C29 4.61435 0.21615 2.19799
P2 0.61058 -1.95750 1.32197
C30 -0.03277 -0.72022 2.51427
C31 0.73436 0.30562 3.07049
C32 0.24506 1.03934 4.13836
C33 -1.00210 0.74432 4.67233
C34 -1.78997 -0.24676 4.09816
C35 -1.32709 -0.96326 3.00961
C36 0.57013 -3.39344 2.45436
C37 0.62880 -3.21501 3.83599
C38 0.57382 -4.30804 4.67906
C39 0.48766 -5.58826 4.15308
C40 0.43809 -5.76890 2.77901
C41 0.46544 -4.67531 1.93074
H5 2.84813 -1.71761 2.33230
H6 2.80179 -2.72671 0.86988
H7 2.02441 -1.20924 -1.19567
H8 3.31622 -0.00202 -1.41489
H9 3.74587 2.15686 -1.40955
H10 5.24450 3.90612 -0.59391
H11 4.76848 5.05143 1.54103
H12 2.70191 4.52119 2.78358
H13 1.16607 2.77932 1.95732
H14 0.71637 -0.03811 -3.08390
H15 0.38036 0.98284 -5.31888
H16 0.42246 3.43829 -5.55200
H17 0.76267 4.85977 -3.56514
H18 1.13081 3.84120 -1.36603
H19 5.25574 -0.70984 -0.99551
H20 7.51241 -0.08862 -0.31284
H21 7.94689 0.71898 1.98276
H22 6.06570 0.95409 3.56876
H23 3.81077 0.30516 2.91282
H24 1.72187 0.50539 2.67846
H25 0.85282 1.81543 4.58149
H26 -1.35376 1.27101 5.54730
H27 -2.75370 -0.48199 4.52352
H28 -1.91753 -1.76804 2.58229
H29 0.71385 -2.22449 4.25600
H30 0.59469 -4.15865 5.74942
H31 0.46158 -6.44162 4.81410
H32 0.36822 -6.76237 2.36410
H33 0.40003 -4.80485 0.85978
C42 -0.88290 -4.01394 -1.65249
C43 0.01860 -2.96572 -2.22029
O2 -0.07001 -1.77786 -1.90612
C44 1.00155 -3.40782 -3.23168
C45 1.38856 -2.51668 -4.23901
C46 2.29318 -2.88821 -5.21327
C47 2.83277 -4.16484 -5.20389
C48 2.44416 -5.06883 -4.22667
C49 1.53852 -4.69959 -3.25047
H34 -1.39778 -3.62947 -0.77358
H35 -0.35061 -4.92936 -1.40575
H36 -1.61164 -4.27120 -2.42412
H37 0.93789 -1.53796 -4.27293
H38 2.56722 -2.18378 -5.98410
H39 3.54980 -4.45495 -5.95491
H40 2.84498 -6.07074 -4.22986
H41 1.28012 -5.42049 -2.49092
C50 -3.34988 2.37677 3.05536
Te1 -1.99940 2.24465 1.32936
C51 -3.86212 2.69707 0.29713
C52 -4.72665 3.43283 1.27576
C53 -5.77023 4.24567 0.85832
C54 -6.52916 4.93234 1.79262
C55 -6.25688 4.79737 3.14405
C56 -5.23626 3.96101 3.56582
C57 -4.46631 3.28068 2.63297
H42 -2.82491 2.76837 3.92362
H43 -3.71502 1.37861 3.30230
H44 -4.32746 1.75479 0.00259
H45 -3.67232 3.28681 -0.59750
H46 -5.97828 4.34651 -0.19632
H47 -7.32193 5.58606 1.46403
H48 -6.82565 5.35592 3.87178
H49 -5.02795 3.84692 4.61872